Record 1
Molecular formula: C31H47BrCuN7O3SSi
Method: DFT, the ωB97M-V functional and the def2-TZVPD basis

The value obtained for the frontier orbital gap is 5.98 eV. Its total charge is -2. The largest force on an atom is 0.0786 Eh/bohr. The value obtained for the LUMO energy is 3.61 eV.

Structure (XYZ):
```
92
Properties=species:S:1:pos:R:3:mulliken_charge:R:1
Cu -0.320 -0.177 -0.005 -0.64
C 3.713 -1.187 -3.813 -1.07
C 4.194 0.004 -3.023 -0.38
C 3.108 0.585 -2.168 0.19
N 2.156 -0.114 -1.635 -0.47
N 1.337 0.660 -0.818 0.90
C 1.580 1.943 -0.816 0.30
N 0.960 2.972 -0.227 -0.16
S 2.946 2.306 -1.895 -0.28
H 4.608 -1.572 -4.196 0.44
H 2.948 -0.851 -4.526 0.28
H 3.183 -1.940 -3.235 0.16
H 4.565 0.762 -3.790 0.30
H 5.022 -0.136 -2.336 0.31
H 0.190 2.729 0.404 -0.18
H 1.428 3.881 -0.139 0.23
O 2.366 5.604 -0.037 -0.76
N 3.400 5.244 0.579 0.15
C 4.453 5.998 0.503 0.30
C 5.645 5.431 1.175 0.10
N 6.553 4.930 1.684 -0.54
C 4.610 7.187 -0.308 0.27
N 4.687 8.068 -1.053 -0.52
C 3.742 1.108 1.726 -1.85
C 2.774 0.908 2.886 2.62
C 2.233 -0.527 2.746 -1.43
C 1.824 2.060 2.947 -1.10
C 3.616 0.806 4.066 -0.32
N 4.307 0.792 5.003 -0.69
H 3.290 0.912 0.764 0.28
H 4.501 0.374 1.848 0.63
H 4.208 2.110 1.633 0.36
H 1.454 -0.496 1.908 0.04
H 1.653 -0.925 3.649 0.36
H 3.084 -1.119 2.430 0.46
H 1.026 1.792 2.189 -0.22
H 2.251 2.988 2.632 0.33
H 1.425 2.146 3.993 0.42
C -4.390 0.555 -2.523 -1.55
C -2.867 0.333 -2.079 2.06
C -2.336 -0.990 -2.721 -1.61
C -2.036 1.475 -2.660 -2.02
Si -2.667 0.142 -0.126 0.36
C -3.720 1.647 0.716 2.61
C -3.227 3.005 -0.003 -1.84
C -5.175 1.708 0.793 -2.02
C -3.130 1.744 2.117 -1.74
C -3.520 -1.621 0.563 2.56
C -3.500 -1.520 2.075 -2.01
C -2.546 -2.746 0.222 -2.22
C -4.920 -1.960 -0.044 -1.76
H -4.440 0.619 -3.689 0.37
H -4.807 1.482 -2.181 0.31
H -5.101 -0.245 -2.221 0.21
H -2.436 -0.876 -3.832 0.57
H -2.862 -1.899 -2.326 0.08
H -1.256 -1.082 -2.503 0.19
H -2.134 1.364 -3.744 0.64
H -1.022 1.416 -2.391 0.09
H -2.426 2.492 -2.450 0.25
H -3.923 3.166 -0.779 0.37
H -2.235 2.926 -0.349 0.18
H -3.368 3.829 0.712 0.63
H -5.763 1.561 -0.064 0.33
H -5.431 2.746 1.145 0.43
H -5.532 0.954 1.479 0.40
H -2.002 1.752 2.114 -0.08
H -3.615 0.995 2.748 0.44
H -3.475 2.747 2.474 0.65
H -2.549 -1.282 2.512 0.26
H -3.882 -2.559 2.400 0.49
H -4.139 -0.783 2.497 0.40
H -1.497 -2.517 0.508 0.12
H -2.444 -3.069 -0.782 0.39
H -2.884 -3.643 0.771 0.55
H -5.666 -1.139 0.128 0.27
H -5.402 -2.902 0.331 0.38
H -4.961 -2.081 -1.093 0.37
Br 1.904 -8.133 -1.652 -0.28
C 2.035 -6.552 -0.508 -0.22
C 2.564 -6.672 0.738 -0.09
C 2.454 -5.589 1.603 -0.79
C 1.863 -4.444 1.148 -0.14
C 1.437 -4.275 -0.112 -0.11
C 1.497 -5.342 -0.956 -0.10
C 0.811 -2.914 -0.649 0.37
O 0.680 -2.850 -1.858 -0.74
O 0.545 -2.072 0.219 -0.58
H 3.075 -7.597 1.050 0.35
H 2.875 -5.673 2.641 0.31
H 1.749 -3.605 1.773 0.54
H 1.076 -5.279 -1.929 0.58
```

Record 2
Molecular formula: C2H4BaLiO2
Method: DFT, the ωB97M-V functional and the def2-TZVPD basis

The value obtained for the frontier orbital gap is 4.83 eV. Its total charge is +1. The largest force on an atom is 0.0530 Eh/bohr. The value obtained for the LUMO energy is -4.50 eV. As for the energy above the lowest of the compared OMol25 structures with the same formula, charge and spin: 0.597 eV.

Structure (XYZ):
```
10
Properties=species:S:1:pos:R:3:mulliken_charge:R:1
O 1.720 0.935 -0.172 -0.93
C 0.482 -0.708 -0.622 -0.34
C -0.843 -0.521 -0.167 -0.32
O -0.986 0.032 1.115 -0.86
H 2.372 0.545 0.414 0.28
H 1.137 -1.176 0.128 0.23
H 0.602 -0.681 -1.710 0.29
H -1.583 -1.277 -0.459 0.19
Li -2.947 0.288 1.280 0.89
Ba 0.046 2.564 0.192 1.57
```

Record 3
Molecular formula: C24H46O14S3
Method: DFT, the ωB97M-V functional and the def2-TZVPD basis

The value obtained for the frontier orbital gap is 9.27 eV. Its total charge is 0. The largest force on an atom is 0.0922 Eh/bohr. The structure (SMILES) is COCCCCCCCCC1=C(CC=O)C(=O)OC1=O.CCOS(C)(=O)=O.CCOS(C)(=O)=O.CCOS(C)(=O)=O. The value obtained for the LUMO energy is -0.82 eV.

Structure (XYZ):
```
87
Properties=species:S:1:pos:R:3:mulliken_charge:R:1
C 0.412 -3.331 -1.007 -0.27
O 1.863 -3.306 -0.950 -0.43
C 2.408 -2.606 -2.120 -0.67
C 2.638 -1.038 -1.748 -0.38
C 1.789 -0.072 -2.702 0.22
C 2.198 1.474 -2.633 -1.00
C 1.267 2.381 -1.703 -0.44
C 1.381 2.081 -0.132 -0.37
C -0.111 1.934 0.523 -0.74
C -0.466 0.369 0.492 0.84
C -1.990 0.037 0.195 -0.13
C -2.714 -0.135 -1.010 0.46
C -2.068 -0.012 -2.474 0.76
C -3.044 0.614 -3.570 -0.30
O -4.276 0.451 -3.644 -0.45
C -4.187 -0.500 -0.566 0.27
O -5.172 -0.912 -1.188 -0.52
O -4.406 -0.372 0.861 -0.28
C -3.060 -0.217 1.358 0.05
O -2.854 -0.309 2.574 -0.56
H 0.072 -4.348 -1.414 0.29
H 0.003 -3.208 0.060 0.21
H -0.033 -2.506 -1.662 -0.12
H 1.761 -2.753 -3.045 0.33
H 3.410 -3.126 -2.346 0.42
H 2.310 -0.954 -0.649 0.08
H 3.760 -0.864 -1.851 0.47
H 0.688 -0.290 -2.519 -0.41
H 2.003 -0.421 -3.782 0.54
H 3.319 1.582 -2.404 0.33
H 2.077 1.886 -3.705 0.33
H 0.164 2.362 -1.982 0.25
H 1.613 3.470 -1.868 0.34
H 1.897 1.076 0.095 0.13
H 2.013 2.864 0.427 0.44
H 0.007 2.269 1.616 0.21
H -0.879 2.609 0.026 0.42
H -0.225 -0.107 1.512 0.41
H 0.155 -0.106 -0.337 -0.77
H -1.787 -1.061 -2.819 0.23
H -1.182 0.695 -2.375 -0.54
H -2.547 1.245 -4.401 0.35
O 6.336 -5.497 -2.157 -0.67
S 6.268 -4.517 -1.105 1.20
O 6.502 -3.118 -1.355 -0.60
O 7.215 -4.991 0.117 -0.27
C 8.579 -5.307 -0.163 -0.35
C 9.423 -4.055 -0.315 -0.99
C 4.721 -4.687 -0.264 -0.50
H 8.656 -5.945 -1.048 0.33
H 8.949 -5.887 0.686 0.27
H 9.144 -3.501 -1.214 0.30
H 10.482 -4.311 -0.390 0.38
H 9.277 -3.385 0.536 0.26
H 4.565 -5.736 -0.020 0.41
H 3.936 -4.338 -0.932 -0.09
H 4.740 -4.076 0.637 0.31
O 2.403 3.656 4.698 -0.67
S 2.368 2.312 5.213 1.28
O 1.714 1.244 4.506 -0.56
O 1.819 2.344 6.732 -0.30
C 0.572 2.990 6.992 -0.33
C -0.603 2.113 6.598 -0.91
C 4.023 1.806 5.589 -0.99
H 0.526 3.961 6.491 0.32
H 0.533 3.179 8.067 0.28
H -0.651 1.985 5.514 0.22
H -1.544 2.559 6.928 0.38
H -0.508 1.118 7.037 0.26
H 4.505 2.586 6.175 0.33
H 4.551 1.663 4.647 0.37
H 3.987 0.868 6.143 0.32
O -9.292 3.572 -0.345 -0.64
S -9.652 2.652 -1.392 1.20
O -9.735 1.235 -1.162 -0.59
O -8.705 2.917 -2.674 -0.25
C -7.287 2.905 -2.489 -0.53
C -6.747 1.490 -2.399 -0.51
C -11.170 3.192 -2.128 -0.93
H -7.007 3.492 -1.610 0.33
H -6.852 3.400 -3.360 0.29
H -7.084 0.998 -1.484 0.35
H -5.658 1.494 -2.397 0.04
H -7.098 0.887 -3.239 0.24
H -11.091 4.254 -2.359 0.31
H -11.970 3.023 -1.408 0.37
H -11.351 2.610 -3.030 0.31
```

Record 4
Molecular formula: C23H27BrN6O2Os
Method: DFT, the ωB97M-V functional and the def2-TZVPD basis

The value obtained for the frontier orbital gap (spin up / spin down) is 5.00 / 5.00 eV. Its total charge is +2. The largest force on an atom is 0.0440 Eh/bohr. The value obtained for the LUMO energy (spin up / spin down) is -8.65 / -8.65 eV. As for the energy above the lowest of the compared OMol25 structures with the same formula, charge and spin: 2.616 eV.

Structure (XYZ):
```
60
Properties=species:S:1:pos:R:3:nbo_charge:R:1
Os 0.301 0.233 0.747 1.07
Br 1.096 5.527 -4.319 0.19
C 0.681 4.482 -2.837 -0.06
C 0.205 5.085 -1.670 -0.21
C -0.159 4.308 -0.600 -0.20
C -0.014 2.904 -0.647 0.17
C 0.535 2.325 -1.812 -0.21
C 0.847 3.096 -2.903 -0.21
N -0.386 2.081 0.398 -0.43
C -1.598 2.355 1.085 0.21
C -1.545 1.870 2.481 0.16
C -2.194 2.509 3.510 -0.19
C -2.122 1.956 4.785 -0.10
C -1.401 0.790 4.973 -0.21
C -0.770 0.213 3.885 0.08
N -0.849 0.736 2.662 -0.38
H 0.129 6.162 -1.611 0.26
H -0.487 4.788 0.315 0.23
H 0.662 1.251 -1.860 0.20
H 1.205 2.640 -3.816 0.25
H -1.913 3.389 1.026 0.24
H -2.748 3.421 3.326 0.25
H -2.623 2.436 5.616 0.26
H -1.318 0.331 5.947 0.26
H -0.183 -0.690 3.996 0.22
C 1.391 -4.173 -2.515 -0.62
C 2.411 -3.674 -1.498 -0.22
N 1.897 -2.556 -0.681 -0.33
C 2.115 -1.225 -1.254 -0.10
C 3.503 -0.683 -0.952 -0.64
C 1.283 -2.724 0.457 0.59
C 1.096 -4.105 1.007 -0.69
N 0.832 -1.674 1.143 -0.76
H 1.820 -5.014 -3.061 0.25
H 1.137 -3.394 -3.236 0.22
H 0.467 -4.503 -2.039 0.22
H 3.289 -3.306 -2.026 0.23
H 2.737 -4.487 -0.856 0.23
H 1.339 -0.530 -0.844 0.12
H 1.959 -1.298 -2.328 0.25
H 3.659 -0.571 0.117 0.25
H 3.623 0.297 -1.417 0.24
H 4.273 -1.341 -1.356 0.24
H 2.054 -4.530 1.311 0.27
H 0.656 -4.761 0.258 0.26
H 0.442 -4.095 1.875 0.24
H 0.479 -1.955 2.042 0.38
O -0.975 -2.141 -1.291 -0.54
C -1.844 -1.366 -1.021 0.72
C -3.298 -1.352 -1.440 -0.53
C -3.865 -0.089 -0.789 -0.48
C -2.660 0.516 -0.134 0.72
O -2.757 1.675 0.434 -0.43
N -1.586 -0.209 -0.211 -0.66
H -3.782 -2.270 -1.111 0.28
H -3.357 -1.332 -2.527 0.28
H -4.609 -0.300 -0.020 0.27
H -4.320 0.608 -1.492 0.27
N 3.138 1.400 1.547 -0.31
C 2.105 0.966 1.234 -0.06
```